The following is a quantum chemistry calculation of one molecule with the formula C15H15ClN8O3, from OMol25.

Geometry as XYZ:
```
42
Properties=species:S:1:pos:R:3:forces:R:3
N 0.433 -5.871 -1.389 -0.23 7.66 3.36
O -4.115 1.480 0.181 0.13 0.54 -0.09
Cl 5.454 -0.159 5.126 -0.55 0.06 -0.74
N 0.477 -3.621 -0.327 -0.43 -2.58 -1.73
N 4.487 -1.562 3.127 0.93 -0.31 0.70
N 3.579 0.591 3.382 2.62 -0.19 3.01
N 2.752 -0.859 1.779 -0.76 -2.14 -2.08
N 0.440 -4.772 -0.877 0.63 -5.00 -1.85
O 3.685 -2.969 1.501 0.53 0.93 0.92
O -4.611 2.235 -3.308 0.15 -0.07 0.27
C -3.818 1.678 -0.982 0.98 -1.30 0.92
C 4.406 -0.382 3.746 -0.44 -0.57 -0.87
C 3.646 -1.750 2.125 -0.28 -0.89 -0.03
C 2.779 0.248 2.428 -2.10 3.01 -1.22
C 0.723 0.470 0.045 -0.34 -0.06 0.64
C -0.067 2.338 1.338 0.00 -0.28 -0.21
C -0.405 0.556 -0.759 -0.29 0.41 -0.76
C -1.122 2.494 0.447 -0.17 -0.20 0.45
C 0.885 1.333 1.151 -0.53 -0.15 -0.57
C -1.342 1.590 -0.596 0.30 -0.32 0.88
N 1.915 1.276 2.095 0.34 -0.53 0.02
N -2.491 1.663 -1.424 -0.88 0.72 -0.76
C -4.953 1.728 -1.988 0.71 1.00 -0.92
C 1.376 -3.577 0.822 0.79 0.69 0.94
C 2.845 -3.283 0.393 -1.04 -1.25 0.52
C -3.227 2.471 -3.598 -0.03 0.93 -0.07
C -2.292 1.557 -2.871 -0.62 -0.91 0.15
H 1.356 -0.384 -0.102 0.39 0.06 0.01
H -0.023 2.945 2.246 0.05 0.02 -0.42
H -0.529 -0.165 -1.592 0.05 0.42 0.73
H -1.825 3.277 0.686 -0.25 0.00 -0.30
H 2.021 2.087 2.693 -0.02 -0.28 -0.13
H -5.382 0.744 -2.124 0.22 -0.46 0.10
H -5.757 2.312 -1.501 0.51 0.14 -0.51
H 1.327 -4.487 1.424 0.02 -0.07 -0.08
H 1.053 -2.741 1.467 -0.07 -0.35 -0.44
H 2.830 -2.512 -0.324 0.09 1.16 -0.83
H 3.238 -4.197 -0.093 0.21 0.56 0.48
H -3.031 2.367 -4.686 -0.61 -0.11 0.51
H -2.927 3.514 -3.348 -0.44 -0.38 0.02
H -1.273 1.819 -3.141 0.10 -0.09 0.14
H -2.515 0.518 -3.172 0.35 0.21 -0.13
```
Positions in Å, forces in eV/Å.

Properties
Energy relative to the best compared isomer or geometry (same formula, charge and spin): 0.0 kcal per mole
HOMO-LUMO gap: 8.664 eV
Highest occupied orbital energy: -8.35 eV

The following is a quantum chemistry calculation of one molecule with the formula C15H15F3N2O4, from OMol25.

Geometry as XYZ:
```
39
Properties=species:S:1:pos:R:3:forces:R:3
N 0.805 -2.612 1.550 -0.19 0.20 -0.40
C -0.078 -3.606 0.876 -0.96 -0.52 1.67
N -0.304 -3.354 -0.569 -0.57 -0.83 -0.66
C 0.874 -3.294 -1.453 1.68 -0.12 -0.64
O 1.409 -4.251 -2.043 -1.85 3.44 2.41
C 1.213 -1.737 -1.472 -0.34 2.78 -0.17
C 2.507 -0.955 -1.763 -3.90 1.86 1.11
C 2.407 0.608 -1.619 -2.84 -2.53 0.51
C 1.058 1.310 -1.207 0.54 -2.52 -1.12
C 1.117 2.892 -1.053 0.33 -0.99 3.10
C 1.484 3.078 0.627 3.11 -1.43 0.45
C 3.103 2.804 1.001 -3.97 -3.55 1.93
O 1.881 1.813 1.346 -1.51 3.86 -1.75
C -0.262 0.489 -0.962 2.76 -1.77 -0.83
C -1.659 1.159 -0.589 0.64 0.33 0.32
C -2.330 0.595 0.748 -0.41 -1.09 0.03
O -1.756 1.146 1.969 -1.18 -1.24 -0.94
C -3.928 0.867 0.648 0.24 -0.52 0.06
F -4.489 0.086 -0.408 1.10 2.34 2.44
F -4.591 0.430 1.843 1.39 1.54 -2.85
F -4.118 2.260 0.412 -0.37 -3.39 0.65
C -0.134 -1.042 -1.105 2.50 1.62 -0.91
C -1.180 -2.231 -0.944 -1.39 1.32 -0.02
O -2.428 -2.244 -1.115 5.16 -0.05 1.06
H 0.959 -2.823 2.544 -0.21 -0.14 -0.72
H 0.440 -1.650 1.497 0.19 -0.66 -0.04
H 0.381 -4.642 1.073 -0.71 1.56 -0.72
H -1.113 -3.593 1.397 1.33 -0.27 -1.21
H 3.462 -1.504 -2.038 -1.44 0.96 0.40
H 3.354 1.224 -1.825 -1.78 -0.92 0.39
H 0.119 3.420 -1.209 1.53 -0.78 -0.10
H 2.003 3.380 -1.575 -1.48 -0.80 0.37
H 0.918 3.946 1.228 1.40 -2.30 -1.26
H 3.612 1.946 0.442 0.10 2.34 0.10
H 3.378 2.878 2.119 0.30 1.02 -2.25
H -2.405 1.009 -1.444 1.14 0.17 1.17
H -1.497 2.290 -0.428 -0.36 -1.83 -0.29
H -2.220 -0.552 0.852 -0.37 1.76 -0.70
H -1.992 0.462 2.645 0.41 1.14 -0.60
```
Positions in Å, forces in eV/Å.

Properties
Energy relative to the best compared isomer or geometry (same formula, charge and spin): 193.1 kcal per mole
HOMO-LUMO gap: 8.246 eV
SMILES string: NCN1C(=O)c2ccc(C[C@@H]3CO3)c(C[C@@H](O)C(F)(F)F)c2C1=O
Highest occupied orbital energy: -9.06 eV

The following is a quantum chemistry calculation of a 2-piece molecular cluster, C15H15F3NO6S2 overall, from OMol25.

Geometry as XYZ:
```
42
Properties=species:S:1:pos:R:3:forces:R:3
C 0.772 -3.266 -4.819 -0.06 0.09 -0.15
C 0.650 -3.270 -3.314 -0.27 0.48 0.27
O -0.508 -2.486 -2.957 0.88 -0.75 -0.82
C -0.652 -2.256 -1.620 -1.09 0.99 1.51
C -1.969 -1.639 -1.314 0.74 -1.83 1.18
C -2.786 -1.271 -2.480 -0.90 0.41 -0.92
C -2.560 -1.989 -0.043 1.02 1.05 -2.51
C -4.028 -1.701 0.191 -0.29 -0.07 0.15
O -1.871 -2.450 0.879 0.14 0.12 1.39
O 0.236 -2.527 -0.828 -0.03 -0.41 -0.65
H 1.656 -3.834 -5.112 0.05 -0.03 -0.03
H -0.098 -3.729 -5.291 0.01 0.07 0.03
H 0.879 -2.247 -5.207 -0.05 -0.14 0.09
H 0.510 -4.292 -2.939 0.14 0.20 0.05
H 1.542 -2.831 -2.847 -0.23 -0.22 -0.01
H -2.138 -1.139 -3.354 -0.38 0.19 0.17
H -3.539 -2.035 -2.756 0.14 0.18 -0.03
H -3.333 -0.339 -2.293 0.00 0.00 -0.23
H -4.544 -1.240 -0.656 0.17 -0.10 0.14
H -4.536 -2.640 0.441 0.05 0.09 0.01
H -4.113 -1.043 1.063 0.02 -0.09 -0.08
F -1.434 -0.647 3.343 0.96 -0.37 -0.10
C -0.260 -0.863 2.701 0.02 -0.58 -0.27
F 0.721 -0.229 3.410 -0.71 -0.38 -0.36
F 0.032 -2.180 2.728 -0.27 0.98 0.39
S -0.410 -0.328 0.926 0.75 1.37 1.26
N 0.495 1.250 1.288 -0.99 -0.64 -0.69
C 0.082 2.221 2.231 -1.00 -0.80 -0.35
O -1.006 2.259 2.789 1.78 -0.02 -0.58
C 1.242 3.141 2.413 0.01 0.63 0.61
C 2.189 3.013 1.422 0.86 0.49 -0.19
C 3.353 3.779 1.410 -0.29 0.07 0.22
C 3.547 4.696 2.452 -0.28 -0.28 -0.04
C 2.602 4.812 3.488 0.01 -0.24 -0.36
C 1.444 4.033 3.476 -0.04 -0.20 -0.50
S 1.776 1.729 0.266 -0.94 -0.19 0.95
O 2.796 0.724 0.247 -0.16 0.29 -0.15
O 1.268 2.274 -0.969 0.39 -0.28 0.66
H 4.076 3.640 0.610 -0.05 0.13 0.21
H 4.446 5.312 2.470 -0.21 -0.17 -0.01
H 2.779 5.513 4.303 -0.04 -0.16 -0.18
H 0.689 4.078 4.256 0.17 0.10 -0.09
```
Positions in Å, forces in eV/Å.

Properties
Energy relative to the best compared isomer or geometry (same formula, charge and spin): 12.7 kcal per mole
HOMO-LUMO gap: 5.766 eV
Charge: -1
Highest occupied orbital energy: -3.59 eV

The following is a quantum chemistry calculation of a 2-piece molecular cluster, C15H15F6OP overall, from OMol25.

Geometry as XYZ:
```
38
Properties=species:S:1:pos:R:3:forces:R:3
F 4.613 -0.375 0.744 -0.38 -0.17 0.33
C 5.322 0.056 -0.299 -0.11 -0.12 -0.46
F 5.867 -1.007 -0.885 0.19 -0.22 -0.11
F 6.296 0.825 0.168 0.46 0.40 0.23
C 4.443 0.855 -1.265 -0.10 0.08 0.49
F 5.272 1.469 -2.144 0.17 0.19 -0.30
F 3.686 -0.029 -1.960 -0.22 -0.28 -0.20
P 3.229 2.158 -0.473 -0.14 0.50 0.24
C 2.062 3.487 0.220 0.05 0.03 0.01
O 0.730 3.521 -0.301 0.19 -0.09 -0.18
C 0.159 2.285 -0.516 -0.30 -0.47 -0.21
C -0.259 1.478 0.537 0.02 -0.09 0.04
C -0.848 0.245 0.281 -0.05 -0.10 -0.14
C -1.047 -0.205 -1.018 0.25 0.61 -0.06
C -0.638 0.609 -2.071 -0.04 0.01 0.28
C -0.042 1.843 -1.825 -0.05 -0.08 0.13
H 4.332 2.847 0.095 0.00 -0.10 0.03
H 2.892 2.505 -1.807 -0.01 -0.16 -0.07
H 2.650 1.115 0.285 -0.02 -0.05 -0.16
H 2.511 4.446 -0.042 -0.02 0.11 -0.07
H 2.053 3.438 1.315 -0.04 -0.16 0.11
H -0.134 1.803 1.561 0.06 0.11 0.02
H -1.172 -0.389 1.093 0.00 0.08 0.19
H -1.525 -1.151 -1.208 -0.02 -0.18 -0.02
H -0.791 0.279 -3.087 0.02 0.03 -0.13
H 0.260 2.470 -2.652 0.07 0.10 0.00
F -2.497 -3.440 -0.765 -0.02 0.00 -0.01
C -3.335 -3.161 0.256 -0.13 0.00 -0.01
C -2.800 -2.895 1.497 0.26 0.04 0.14
C -3.657 -2.601 2.549 -0.11 -0.03 -0.13
C -5.029 -2.590 2.342 -0.04 0.01 0.00
C -5.545 -2.865 1.081 0.09 0.03 0.09
C -4.695 -3.149 0.022 -0.05 -0.01 -0.08
H -1.726 -2.919 1.629 -0.01 -0.01 -0.01
H -3.252 -2.381 3.528 0.02 -0.02 0.01
H -5.697 -2.365 3.162 0.00 0.00 0.00
H -6.614 -2.856 0.921 -0.01 0.01 -0.01
H -5.075 -3.356 -0.970 0.03 -0.02 0.00
```
Positions in Å, forces in eV/Å.

Properties
HOMO-LUMO gap: 9.434 eV
SMILES string: FC(F)(F)C(F)(F)[PH3]COc1ccccc1.Fc1ccccc1
Highest occupied orbital energy: -8.75 eV

The following is a quantum chemistry calculation of a 3-piece molecular cluster, C15H15N2O4S overall, from OMol25.

Geometry as XYZ:
```
37
Properties=species:S:1:pos:R:3:forces:R:3
C 3.340 3.311 2.715 0.60 1.11 -0.57
C 3.627 4.046 1.774 -0.91 0.03 -0.19
S 3.934 5.072 0.307 -0.21 -1.37 1.10
C 3.392 6.824 0.614 -0.51 1.03 0.27
H 3.158 2.730 3.664 0.28 0.83 -1.71
H 3.057 4.524 -0.643 0.33 0.31 0.95
H 2.873 6.894 1.615 0.74 -0.18 -1.15
H 2.676 7.207 -0.186 0.97 -0.94 0.88
H 4.344 7.452 0.575 -1.25 -1.06 0.19
C -0.576 0.327 0.187 -0.07 0.18 -0.01
C -0.377 -0.316 -1.029 0.14 0.21 0.11
C 0.645 0.096 -1.875 0.00 -0.14 -0.14
C 1.464 1.152 -1.490 -0.40 -0.14 0.38
C 1.265 1.806 -0.278 -0.03 0.03 0.06
C 0.240 1.389 0.561 0.10 -0.04 -0.22
N 2.559 1.573 -2.371 -0.02 -0.22 -0.40
O 2.688 0.991 -3.428 0.06 0.38 0.54
O 3.288 2.487 -1.992 -0.13 0.10 0.04
H -1.369 0.000 0.846 0.13 0.13 -0.13
H -1.017 -1.143 -1.316 0.08 0.07 0.00
H 0.790 -0.413 -2.820 0.15 0.17 0.07
H 1.896 2.631 0.026 0.02 -0.17 -0.13
H 0.079 1.889 1.509 0.02 -0.03 -0.09
C -4.122 -5.327 -0.939 0.00 -0.02 0.00
C -4.209 -3.939 -0.921 0.11 -0.12 0.08
C -3.392 -3.202 -0.074 -0.02 0.15 -0.06
C -2.488 -3.866 0.750 -0.41 -0.32 -0.44
C -2.402 -5.254 0.743 0.12 -0.14 0.09
C -3.224 -5.984 -0.105 -0.05 0.21 -0.05
N -1.607 -3.091 1.628 0.25 -0.03 0.31
O -1.722 -1.872 1.622 -0.04 -0.63 0.13
O -0.806 -3.702 2.311 -0.32 0.33 -0.28
H -4.758 -5.899 -1.606 0.06 0.06 0.08
H -4.912 -3.431 -1.572 0.08 -0.01 0.09
H -3.469 -2.121 -0.069 0.12 -0.12 0.14
H -1.703 -5.776 1.386 -0.02 0.23 -0.01
H -3.162 -7.066 -0.120 0.03 0.11 0.04
```
Positions in Å, forces in eV/Å.

Properties
HOMO-LUMO gap: 7.825 eV
Charge: +1
Highest occupied orbital energy: -11.87 eV

The following is a quantum chemistry calculation of one molecule with the formula C15H15N5S, from OMol25.

Geometry as XYZ:
```
36
Properties=species:S:1:pos:R:3:forces:R:3
C -0.959 -2.905 0.189 0.00 -0.02 0.04
C 0.314 -2.119 0.276 0.00 0.03 0.01
C 0.659 -1.477 1.461 -0.01 -0.03 -0.09
C 1.805 -0.711 1.546 0.13 -0.08 -0.04
C 2.636 -0.561 0.440 0.03 -0.28 0.04
C 3.762 0.414 0.472 -0.10 0.38 -0.15
S 3.246 1.944 -0.445 0.20 0.05 0.23
C 1.625 2.010 0.202 0.29 0.14 -0.44
N 1.305 2.242 1.449 1.02 0.33 0.04
N 0.001 2.040 1.577 -1.25 -0.21 0.13
C -0.482 1.684 0.404 0.79 0.16 0.00
C -1.856 1.310 0.175 -0.84 -0.23 -0.06
C -2.768 1.292 1.242 0.31 0.06 -0.14
N -4.020 0.922 1.072 -0.25 -0.02 0.19
C -4.391 0.567 -0.153 0.08 -0.03 -0.20
C -3.495 0.582 -1.212 -0.26 -0.04 0.10
N -2.234 0.950 -1.052 0.27 0.15 0.20
N 0.524 1.660 -0.520 -0.22 0.13 0.95
C 0.455 1.350 -1.916 -0.04 -0.22 -0.81
C 2.313 -1.231 -0.735 0.08 0.00 0.14
C 1.169 -2.003 -0.812 0.01 0.00 -0.01
H -1.812 -2.269 0.426 -0.10 -0.01 -0.01
H -0.949 -3.724 0.906 -0.07 -0.08 0.01
H -1.097 -3.317 -0.808 -0.06 -0.05 -0.04
H 0.010 -1.561 2.320 -0.09 -0.01 0.11
H 2.043 -0.200 2.467 0.02 0.08 0.06
H 4.646 0.068 -0.060 0.05 -0.04 0.06
H 4.017 0.720 1.485 0.05 -0.10 -0.04
H -2.456 1.581 2.234 0.09 0.04 0.06
H -5.422 0.266 -0.275 -0.06 -0.04 -0.13
H -3.781 0.293 -2.214 -0.15 -0.04 -0.03
H 0.002 0.368 -2.051 0.11 0.13 -0.06
H 1.467 1.359 -2.320 -0.10 -0.02 0.07
H -0.157 2.089 -2.433 0.05 -0.08 0.00
H 2.953 -1.125 -1.600 0.06 0.03 -0.11
H 0.929 -2.509 -1.737 -0.04 -0.07 -0.09
```
Positions in Å, forces in eV/Å.

Properties
Energy relative to the best compared isomer or geometry (same formula, charge and spin): 0.0 kcal per mole
HOMO-LUMO gap: 8.824 eV
SMILES string: Cc1ccc(CSc2nnc(-c3cnccn3)n2C)cc1
Highest occupied orbital energy: -8.76 eV

The following is a quantum chemistry calculation of C15H15N6O10V as an isolated structure, from OMol25.

Geometry as XYZ:
```
47
Properties=species:S:1:pos:R:3:forces:R:3
O 0.268 -0.546 0.286 0.02 1.52 -3.31
V 0.454 0.346 -1.054 -1.13 -1.07 2.82
N -2.820 0.711 -2.089 -1.94 -1.58 -3.90
O -3.122 1.722 -2.605 -0.64 5.31 -0.28
O -1.803 0.565 -1.463 5.28 -0.65 4.10
O -3.476 -0.259 -2.413 -1.38 -3.63 0.73
N 3.861 0.072 -0.399 0.73 -2.67 0.80
O 4.700 0.633 -1.033 2.41 1.56 -0.94
O 4.129 -0.807 0.443 -0.37 0.59 0.10
O 2.686 0.297 -0.711 -4.22 0.90 -0.70
N 0.161 2.086 -3.905 -2.68 1.69 0.88
O -0.863 2.641 -4.077 -4.34 2.22 -1.08
O 0.879 1.846 -4.776 5.08 -2.35 -4.83
O 0.447 1.869 -2.738 2.64 -2.54 6.15
N 0.547 -1.288 -2.517 0.65 -1.85 -1.57
C -0.336 -2.325 -2.677 0.00 -0.11 1.83
C -0.170 -3.461 -3.485 0.59 2.01 -0.77
C 0.948 -3.417 -4.287 0.25 -0.68 -1.13
C 1.874 -2.402 -4.217 -0.58 0.08 -0.21
C 1.638 -1.389 -3.337 -0.12 1.31 0.84
H -1.139 -2.339 -1.955 -0.44 0.52 -0.22
H -0.943 -4.147 -3.799 -0.25 -0.09 0.93
H 1.058 -4.130 -5.090 0.05 -0.36 0.04
H 2.646 -2.250 -4.957 0.24 -0.37 0.19
H 2.377 -0.601 -3.352 -0.28 0.50 0.51
N 0.248 2.079 0.362 1.78 5.03 1.65
C 1.207 3.137 0.318 -1.10 -1.55 -0.06
C 1.380 4.161 1.284 0.01 -1.41 -1.61
C 0.579 4.122 2.377 -0.96 0.52 1.06
C -0.473 3.220 2.418 0.72 1.36 0.74
C -0.609 2.336 1.421 -0.31 -3.58 -2.29
H 1.869 3.153 -0.535 -0.02 -0.36 -0.17
H 2.124 4.925 1.114 0.10 -0.13 0.04
H 0.645 4.827 3.192 0.32 0.20 0.00
H -1.183 3.250 3.232 -0.06 -0.15 -0.07
H -1.439 1.650 1.501 -0.06 -0.31 -0.26
N -1.829 -0.827 3.323 -0.19 -0.22 0.42
C -2.636 -0.734 4.422 2.46 -0.17 -2.04
C -2.450 -1.573 5.477 0.34 -1.07 0.15
C -1.495 -2.603 5.392 -0.82 0.67 -0.71
C -0.765 -2.792 4.171 -0.04 -0.17 3.36
C -0.891 -1.837 3.225 -2.70 1.98 -0.79
H -3.339 0.077 4.539 -0.10 0.18 -0.65
H -3.124 -1.387 6.300 0.31 -0.49 0.56
H -1.462 -3.180 6.304 0.65 -0.64 -0.30
H 0.025 -3.525 4.097 -0.18 -0.29 -0.02
H -0.384 -1.905 2.273 0.26 0.33 0.00
```
Positions in Å, forces in eV/Å.

Properties
HOMO-LUMO gap (spin up / spin down): 7.065 / 7.209 eV
⟨S²⟩: 0.80
Charge: -1
Highest occupied orbital energy (spin up / spin down): -5.28 / -5.27 eV
Multiplicity: 2

The following is a quantum chemistry calculation of one molecule with the formula C15H15NO3, from OMol25.

Geometry as XYZ:
```
34
Properties=species:S:1:pos:R:3:forces:R:3
N -3.420 -0.377 2.190 0.04 0.03 0.46
C -3.463 -0.552 0.851 0.10 0.17 -0.32
C -4.371 -1.465 0.289 -0.04 -0.06 0.00
C -4.464 -1.631 -1.071 0.08 0.07 0.12
C -3.652 -0.894 -1.929 0.03 0.03 -0.22
C -2.750 0.001 -1.403 -0.07 -0.07 0.05
C -2.633 0.192 -0.022 -0.17 -0.22 -0.06
C -1.644 1.130 0.514 0.06 0.14 0.28
O -1.453 1.354 1.694 -0.01 -0.04 -0.18
O -0.948 1.756 -0.458 -0.13 -0.18 -0.17
C 0.120 2.598 -0.062 0.66 0.06 0.30
C 1.455 1.967 -0.453 -0.37 0.31 -0.13
O 1.664 0.860 0.391 -0.03 -0.14 0.12
C 2.770 0.087 0.209 0.10 -0.17 0.05
C 3.760 0.321 -0.739 -0.26 0.26 -0.03
C 4.844 -0.538 -0.826 0.08 -0.12 0.04
C 4.956 -1.626 0.019 0.16 -0.03 -0.09
C 3.969 -1.858 0.965 -0.05 0.03 0.01
C 2.885 -1.012 1.061 -0.13 0.16 -0.04
H -3.925 -1.003 2.790 0.03 0.03 -0.05
H -2.696 0.220 2.563 -0.09 -0.08 0.05
H -5.001 -2.038 0.954 -0.07 -0.05 0.06
H -5.172 -2.340 -1.476 -0.06 -0.06 -0.01
H -3.730 -1.027 -2.997 0.01 0.01 -0.09
H -2.110 0.575 -2.055 0.03 0.02 -0.05
H -0.006 3.554 -0.578 0.03 -0.11 0.05
H 0.082 2.741 1.023 0.05 0.10 -0.25
H 2.255 2.710 -0.329 -0.07 -0.07 -0.04
H 1.412 1.649 -1.504 0.08 0.04 0.09
H 3.701 1.164 -1.410 -0.04 0.07 -0.04
H 5.608 -0.346 -1.565 0.05 0.02 -0.05
H 5.805 -2.288 -0.057 0.07 -0.05 -0.01
H 4.046 -2.705 1.630 -0.01 -0.06 0.06
H 2.106 -1.175 1.789 -0.10 -0.03 0.09
```
Positions in Å, forces in eV/Å.

Properties
Energy relative to the best compared isomer or geometry (same formula, charge and spin): 14.6 kcal per mole
HOMO-LUMO gap: 8.763 eV
SMILES string: Nc1ccccc1C(=O)OCCOc1ccccc1
Highest occupied orbital energy: -7.99 eV

In g/mol, the molecular weight values for the records above are, in order, 390.8, 344.3, 426.4, 356.2, 319.4, 297.4, 490.3, 257.3.